Entry from the Open Molecules 2025 dataset: C26H44PPtSb as an isolated structure at a distorted geometry (ωB97M-V/def2-TZVPD).

## Properties
**Net charge**: +2
**Gap between HOMO and LUMO**: 6.4206 eV
**E**: -1717.49861 Ha

```
73
Properties=species:S:1:pos:R:3:mulliken_charge:R:1
Pt 0.122 -0.604 0.745 1.627
C 2.224 -1.198 4.256 -1.638
C 1.901 -1.733 2.900 1.051
C 0.569 -2.107 2.583 -1.094
C 0.250 -2.769 1.372 0.361
C -1.047 -3.528 1.224 -1.337
C 1.282 -2.896 0.423 -0.683
C 2.618 -2.536 0.729 0.772
C 3.715 -2.875 -0.221 -1.664
C 2.904 -1.963 1.966 -0.541
H 1.452 -0.517 4.617 0.304
H 3.189 -0.697 4.270 0.423
H 2.272 -2.028 4.966 0.403
H -0.182 -2.072 3.364 0.727
H -1.823 -2.956 0.714 0.184
H -1.431 -3.803 2.205 0.429
H -0.882 -4.438 0.650 0.391
H 1.086 -3.442 -0.493 0.491
H 3.411 -2.752 -1.261 0.327
H 3.980 -3.928 -0.089 0.428
H 4.610 -2.287 -0.033 0.403
H 3.931 -1.731 2.218 0.505
C -1.116 0.055 -4.005 -1.516
C -0.407 -0.779 -2.938 2.213
C -1.311 -1.943 -2.507 -1.425
C 0.919 -1.335 -3.464 -1.872
P -0.101 0.292 -1.419 -0.196
C -1.736 1.117 -1.214 1.073
C -2.742 0.355 -0.601 -1.050
C -4.044 0.823 -0.519 -0.912
C -4.365 2.068 -1.047 -0.815
C -3.381 2.827 -1.659 -0.752
C -2.074 2.364 -1.735 -0.300
C 1.310 1.529 -1.631 1.868
C 2.621 0.736 -1.496 -1.653
C 1.285 2.305 -2.946 -1.721
C 1.219 2.499 -0.446 -1.582
H -1.329 -0.590 -4.859 0.529
H -0.504 0.883 -4.360 0.301
H -2.064 0.451 -3.645 0.286
H -1.355 -2.677 -3.313 0.563
H -2.330 -1.611 -2.313 0.308
H -0.923 -2.447 -1.617 0.145
H 0.709 -2.082 -4.231 0.577
H 1.494 -1.819 -2.672 0.275
H 1.529 -0.561 -3.928 0.318
H -2.515 -0.635 -0.226 0.406
H -4.814 0.211 -0.068 0.462
H -5.376 2.448 -0.981 0.419
H -3.635 3.780 -2.106 0.502
H -1.328 2.976 -2.223 0.021
H 2.856 0.168 -2.394 0.321
H 2.576 0.049 -0.646 0.137
H 3.447 1.428 -1.322 0.560
H 1.425 1.659 -3.811 0.358
H 2.108 3.022 -2.945 0.555
H 0.363 2.867 -3.081 0.244
H 1.354 1.968 0.497 0.173
H 0.266 3.030 -0.425 0.258
H 2.017 3.239 -0.524 0.603
C -1.900 2.820 1.899 -1.240
Sb -0.795 1.131 2.556 0.444
C -2.137 0.508 4.095 -1.187
C 0.810 2.144 3.546 -1.300
H -2.115 3.416 2.787 0.547
H -2.830 2.499 1.439 0.343
H -1.323 3.411 1.193 0.371
H -1.994 1.187 4.934 0.398
H -1.973 -0.517 4.416 0.391
H -3.149 0.614 3.710 0.381
H 0.562 2.237 4.603 0.463
H 0.897 3.134 3.105 0.464
H 1.748 1.608 3.433 0.373
```

***

Entry from the Open Molecules 2025 dataset: a 3-piece molecular cluster, C26H45Br2F3N2O2 overall at a distorted geometry (ωB97M-V/def2-TZVPD).

## Properties
**Structure (SMILES)**: CC[C@@H](C)C1=CC(=O)C(CC[C@@](F)(Br)C(F)(F)Br)=CC1=O.CCN(CC)CC.CCN(CC)CC
**Gap between HOMO and LUMO**: 7.2451 eV
**E**: -6725.23083 Ha

```
80
Properties=species:S:1:pos:R:3:mulliken_charge:R:1
C 1.377 -0.603 3.976 -0.910
C 1.915 -1.681 3.010 -0.973
C 1.077 -1.810 1.742 0.629
C 1.807 -2.570 0.610 -1.535
C -0.319 -2.394 1.952 0.222
C -1.140 -2.432 0.940 -0.213
C -2.526 -2.950 1.097 -0.207
O -3.146 -3.402 0.192 -0.571
C -3.091 -2.820 2.481 0.790
C -4.581 -2.692 2.573 -1.405
C -5.023 -1.338 3.165 -0.894
C -4.723 -0.143 2.249 0.446
F -4.098 -0.474 1.117 -0.237
Br -6.461 0.641 1.697 -0.127
C -3.954 1.019 2.913 0.439
F -4.661 1.575 3.857 -0.214
F -3.693 1.914 1.987 -0.156
Br -2.234 0.509 3.664 -0.080
C -2.285 -2.810 3.496 -0.494
C -0.812 -2.904 3.269 0.381
O -0.114 -3.343 4.128 -0.545
H 2.234 -0.047 4.359 0.418
H 0.742 0.112 3.453 0.103
H 0.876 -1.033 4.841 0.234
H 2.064 -2.635 3.505 0.439
H 2.902 -1.340 2.690 0.465
H 0.918 -0.795 1.366 0.289
H 1.333 -2.299 -0.331 0.393
H 1.795 -3.643 0.777 0.381
H 2.817 -2.165 0.583 0.328
H -0.844 -2.053 -0.026 0.435
H -5.078 -2.883 1.627 0.316
H -4.956 -3.442 3.269 0.493
H -4.642 -1.187 4.172 0.381
H -6.099 -1.407 3.272 0.529
H -2.693 -2.736 4.493 0.434
C 3.906 -4.933 -2.843 -1.406
C 4.419 -3.505 -2.958 -0.398
N 5.303 -3.117 -1.873 0.245
C 5.554 -1.684 -1.818 -0.688
C 6.297 -1.051 -2.999 -1.121
C 6.466 -3.962 -1.662 -0.719
C 7.435 -4.161 -2.833 -0.983
H 3.433 -5.101 -1.875 0.267
H 3.162 -5.121 -3.619 0.447
H 4.703 -5.667 -2.973 0.305
H 3.545 -2.848 -2.948 0.454
H 4.897 -3.374 -3.941 0.262
H 6.091 -1.450 -0.894 0.443
H 4.588 -1.178 -1.715 0.308
H 7.358 -1.297 -2.992 0.225
H 6.225 0.037 -2.936 0.425
H 5.876 -1.348 -3.960 0.287
H 6.113 -4.948 -1.347 0.402
H 7.021 -3.585 -0.799 0.362
H 6.917 -4.381 -3.768 0.249
H 8.094 -5.006 -2.621 0.384
H 8.073 -3.293 -2.989 0.260
C -4.468 3.955 -0.339 -1.406
C -3.499 5.127 -0.283 -0.368
N -2.630 5.211 -1.441 0.107
C -1.517 6.129 -1.263 -0.690
C -1.832 7.617 -1.082 -0.972
C -3.296 5.269 -2.731 -0.711
C -4.299 6.404 -2.972 -0.967
H -3.937 3.016 -0.503 0.300
H -5.007 3.876 0.605 0.410
H -5.211 4.076 -1.129 0.351
H -2.875 4.996 0.606 0.466
H -4.073 6.054 -0.126 0.227
H -0.827 6.013 -2.104 0.356
H -0.951 5.795 -0.387 0.393
H -2.140 8.085 -2.016 0.221
H -0.936 8.143 -0.744 0.399
H -2.609 7.787 -0.335 0.273
H -3.819 4.321 -2.883 0.368
H -2.538 5.290 -3.518 0.351
H -4.986 6.536 -2.135 0.254
H -4.903 6.176 -3.854 0.370
H -3.803 7.354 -3.166 0.273
```